DFT (the ωB97M-V functional and the def2-TZVPD basis) results for a structure of composition C2HErFO2 at a distorted geometry.

Structure (XYZ):
```
7
Properties=species:S:1:pos:R:3:forces:R:3
H -2.1818 0.1148 -0.6333 0.4129 -0.5334 -1.2748
C 0.1397 0.4371 1.1531 0.1148 -0.0859 2.4519
C 0.9866 0.0120 0.1232 0.5518 -0.3382 1.7729
O 0.5797 -0.3308 -0.9920 -2.1346 -0.5250 -3.0741
O -0.3999 0.5462 2.1637 0.5191 0.1726 -1.9859
F 2.2359 -0.1657 0.4990 -0.9068 0.4666 -0.4670
Er -1.3601 -0.6136 -2.3136 1.4428 0.8434 2.5769
```
Positions in Å, forces in eV/Å.

Summary:
Expectation value of S²: 6.008
HOMO (alpha / beta), eV: -17.49 / -19.99
Total charge: +2
Orbital gap (alpha / beta), eV: 6.1 / 8.2
Lowest unoccupied orbital energy (alpha / beta), eV: -11.43 / -11.78
E_tot, hartree: -1341.33743
ΔE to the lowest compared entry with this formula, charge and spin, kJ/mol: 0.0
2S+1: 5